1.
{"formula": "H14O7", "method": "ωB97M-V with the def2-TZVPD basis set", "smiles": "O.O.O.O.O.O.O", "gap_ev": 10.01, "lumo_ev": -0.35, "elements": ["O", "O", "O", "O", "O", "O", "O", "H", "H", "H", "H", "H", "H", "H", "H", "H", "H", "H", "H", "H", "H"], "coordinates": [[2.06057, 1.30123, -1.06237], [-0.90466, -1.85957, 2.74601], [1.13271, 1.65367, 1.72393], [1.42414, -0.56370, -3.18517], [-2.75811, -2.58100, -0.11579], [-0.36821, -0.89795, 0.04222], [-1.47030, 1.93157, -0.88798], [-1.85747, -2.06094, -0.24339], [0.53297, -0.83286, -0.06964], [1.52395, 0.14125, -2.46241], [1.68106, 2.29703, 2.13875], [-1.76305, 2.02489, 0.13112], [-1.25024, -1.22277, 3.24562], [1.92152, 1.77198, -0.12672], [-0.43700, 0.00118, -0.33541], [1.59351, -1.40676, -2.90395], [-0.91205, 2.59266, -1.01621], [1.44960, 0.75594, 1.98165], [-2.41666, -3.57011, 0.21568], [1.62540, 1.94505, -1.64214], [-0.80768, -1.42078, 1.82618]], "nbo_charge": [-0.984, -0.955, -0.960, -0.966, -0.971, -0.958, -0.929, 0.493, 0.475, 0.488, 0.482, 0.483, 0.450, 0.507, 0.505, 0.467, 0.453, 0.496, 0.467, 0.471, 0.489]}

=====

2.
{"formula": "H14O7", "method": "ωB97M-V with the def2-TZVPD basis set", "smiles": "O.O.O.O.O.O.O", "gap_ev": 10.78, "lumo_ev": 0.27, "elements": ["O", "O", "O", "O", "O", "O", "O", "H", "H", "H", "H", "H", "H", "H", "H", "H", "H", "H", "H", "H", "H"], "coordinates": [[12.75500, -1.36900, 15.80000], [12.32900, -3.64700, 14.47400], [13.56400, -6.65300, 13.46700], [11.15600, -6.12500, 15.40700], [14.93300, -1.50800, 12.49500], [12.33000, -0.93700, 12.58800], [14.93400, -4.27400, 12.95300], [14.37500, -5.01200, 12.84500], [13.18200, -3.78400, 14.07400], [14.47600, -1.46400, 11.64400], [12.46700, -2.78700, 14.87400], [13.32600, -1.69800, 16.53200], [10.58600, -5.94500, 16.14100], [14.93700, -2.43800, 12.70100], [11.27900, -5.21800, 15.06100], [15.69300, -4.46400, 12.42000], [13.25400, -0.88900, 12.71800], [13.08400, -6.46100, 14.25700], [12.15500, -0.75200, 16.26100], [11.88400, -0.47800, 13.39100], [13.28000, -7.53900, 13.28700]], "nbo_charge": [-0.948, -0.986, -0.968, -0.978, -0.959, -0.967, -0.980, 0.507, 0.475, 0.469, 0.495, 0.487, 0.466, 0.496, 0.503, 0.482, 0.478, 0.496, 0.485, 0.465, 0.481]}

=====

3.
{"formula": "H14O7", "method": "ωB97M-V with the def2-TZVPD basis set", "smiles": "O.O.O.O.O.O.O", "gap_ev": 10.39, "lumo_ev": 0.00, "elements": ["O", "O", "O", "O", "O", "O", "O", "H", "H", "H", "H", "H", "H", "H", "H", "H", "H", "H", "H", "H", "H"], "coordinates": [[-1.82467, -0.68049, -0.48214], [2.91225, -1.37764, 0.45608], [-0.94726, 2.12049, -2.48215], [-0.09129, -3.17415, -1.04995], [0.71187, 0.13982, 0.11139], [0.29525, -0.82291, 3.07439], [-0.25326, 2.93143, 0.37385], [-2.64873, -0.24896, -0.70782], [-0.65617, 2.51467, -1.65989], [0.55399, 1.05579, 0.34010], [-0.55689, -0.79537, 3.50953], [-0.14682, -0.19422, -0.14798], [3.13020, -1.28095, -0.47094], [-1.70102, -1.33580, -1.16882], [-0.91068, -2.86242, -0.66570], [2.07331, -0.92720, 0.55361], [0.49641, -3.28713, -0.30290], [0.48350, 3.53557, 0.46559], [-0.41332, 2.54466, -3.15387], [0.09525, -0.69687, 2.14685], [-0.60191, 2.84168, 1.26077]], "nbo_charge": [-0.954, -0.970, -0.951, -0.936, -0.994, -0.941, -0.960, 0.493, 0.482, 0.489, 0.460, 0.497, 0.460, 0.481, 0.451, 0.491, 0.486, 0.486, 0.466, 0.476, 0.488]}

=====

4.
{"formula": "H14O7", "method": "ωB97M-V with the def2-TZVPD basis set", "smiles": "O.O.O.O.O.O.O", "gap_ev": 10.51, "lumo_ev": -0.06, "elements": ["O", "O", "O", "O", "O", "O", "O", "H", "H", "H", "H", "H", "H", "H", "H", "H", "H", "H", "H", "H", "H"], "coordinates": [[-30.38091, 29.79308, 3.17231], [-30.08218, 31.87256, 5.41804], [-32.76947, 28.92777, 4.39982], [-26.75086, 32.71266, 4.21582], [-32.56731, 33.07308, 5.00093], [-28.51216, 32.59666, 8.57918], [-29.78540, 35.66241, 5.04406], [-29.13273, 32.05570, 8.07797], [-29.52395, 29.35590, 3.14737], [-31.63699, 32.85409, 5.17947], [-26.75451, 33.56613, 4.65920], [-28.68202, 33.49444, 8.28345], [-32.02200, 29.38488, 3.98899], [-29.53680, 35.08019, 5.76721], [-29.31298, 32.20930, 4.94152], [-30.44257, 31.18591, 4.83986], [-30.49867, 30.15950, 2.28952], [-32.58288, 33.36193, 4.08508], [-29.24463, 36.44872, 5.16204], [-26.09969, 32.19294, 4.69662], [-32.43110, 28.05411, 4.61145]], "nbo_charge": [-0.965, -0.972, -0.951, -0.947, -0.962, -0.942, -0.931, 0.482, 0.491, 0.484, 0.473, 0.460, 0.481, 0.464, 0.487, 0.499, 0.491, 0.458, 0.468, 0.475, 0.459]}

=====

What should be chosen as the least stable of them? Choose 1.

=====

1.
{"formula": "H14O7", "method": "ωB97M-V with the def2-TZVPD basis set", "smiles": "O.O.O.O.O.O.O", "gap_ev": 9.91, "lumo_ev": -0.22, "elements": ["O", "O", "O", "O", "O", "O", "O", "H", "H", "H", "H", "H", "H", "H", "H", "H", "H", "H", "H", "H", "H"], "coordinates": [[0.79777, 1.30324, 1.25850], [-0.25870, 1.16425, -1.44533], [2.41021, -1.59743, -0.39359], [-1.24742, -1.28387, 1.92250], [-2.85234, 0.94009, 0.88802], [-0.36235, -1.37127, -0.73223], [2.01294, 0.21769, -2.39058], [-1.50591, -2.16209, 2.17413], [0.72949, 2.14246, 1.73863], [-2.32433, 0.13226, 0.98394], [0.22151, 1.95833, -1.27747], [1.48260, -1.72018, -0.60527], [-0.54079, -0.41701, -0.91652], [-0.86815, 1.37041, -2.13485], [1.14879, 0.58832, -2.20748], [2.22003, -0.30863, -1.64142], [2.37315, -1.47223, 0.53708], [-0.72834, -1.45022, 0.12864], [0.02870, 1.36852, 0.70874], [-2.26750, 1.71111, 0.92982], [-0.46935, -1.11375, 2.47473]], "nbo_charge": [-0.931, -0.950, -0.960, -0.961, -0.952, -0.982, -0.984, 0.488, 0.467, 0.490, 0.501, 0.498, 0.484, 0.501, 0.454, 0.483, 0.463, 0.477, 0.460, 0.457, 0.496]}

=====

2.
{"formula": "H14O7", "method": "ωB97M-V with the def2-TZVPD basis set", "smiles": "O.O.O.O.O.O.O", "gap_ev": 11.61, "lumo_ev": 0.43, "elements": ["O", "O", "O", "O", "O", "O", "O", "H", "H", "H", "H", "H", "H", "H", "H", "H", "H", "H", "H", "H", "H"], "coordinates": [[0.80414, -0.82403, 1.50875], [3.68301, 0.50230, 0.70409], [1.26658, 0.53462, -1.33785], [-2.46229, -0.96739, -0.59391], [-1.22077, 1.45851, 1.92919], [-1.22377, 1.29037, -0.91401], [-0.05293, -1.91641, -1.82455], [1.70224, 0.72623, -0.48985], [-2.11771, -0.04816, -0.52196], [-3.24213, -1.06712, -0.04711], [0.98304, -0.39719, -1.23413], [-1.77211, 1.99158, 2.51265], [4.03927, 0.51757, 1.59736], [-0.07356, -2.82331, -2.14320], [0.34018, -1.61292, 1.20045], [-1.39281, 2.08295, -1.43657], [3.32162, -0.39114, 0.61347], [0.12202, -0.21581, 1.83874], [-0.92629, -1.69492, -1.44947], [-0.24653, 1.11033, -0.96698], [-1.53120, 1.74392, 1.05492]], "nbo_charge": [-0.980, -0.949, -0.961, -1.009, -0.970, -1.018, -0.995, 0.497, 0.507, 0.479, 0.508, 0.471, 0.473, 0.482, 0.476, 0.489, 0.479, 0.501, 0.511, 0.515, 0.493]}

=====

What should be chosen as the least stable of them? Choose 1.

=====

1.
{"formula": "H14O7", "method": "ωB97M-V with the def2-TZVPD basis set", "smiles": "O.O.O.O.O.O.O", "gap_ev": 11.22, "lumo_ev": 0.42, "elements": ["O", "O", "O", "O", "O", "O", "O", "H", "H", "H", "H", "H", "H", "H", "H", "H", "H", "H", "H", "H", "H"], "coordinates": [[-0.75916, 0.02241, -0.93676], [-1.22043, -1.87678, 0.95922], [1.96946, -0.28091, -0.66441], [0.96138, 1.85171, 0.14625], [1.01879, -2.81702, -0.09978], [-1.20115, 2.58603, -1.49596], [-0.63305, 0.72139, 2.16183], [1.10033, -3.22222, -0.99350], [-1.40682, 1.26876, 2.33546], [-1.85345, 2.73999, -0.79855], [-0.42513, -2.41152, 0.81673], [-1.05736, -0.03722, 1.78471], [-1.25170, -0.64932, -0.51466], [0.43205, 1.32505, 0.71761], [2.82406, -0.24975, -1.07477], [0.34851, 2.10663, -0.61042], [1.75403, 0.65018, -0.47778], [0.09192, -0.29663, -1.07938], [-1.91243, -2.50203, 1.19679], [1.53296, -1.96236, -0.24094], [-1.26371, 1.58569, -1.62452]], "nbo_charge": [-0.991, -1.003, -1.023, -0.980, -0.994, -0.972, -0.948, 0.479, 0.466, 0.468, 0.518, 0.491, 0.500, 0.501, 0.479, 0.505, 0.508, 0.493, 0.480, 0.515, 0.507]}

=====

2.
{"formula": "H14O7", "method": "ωB97M-V with the def2-TZVPD basis set", "smiles": "O.O.O.O.O.O.O", "gap_ev": 11.43, "lumo_ev": 0.27, "elements": ["O", "O", "O", "O", "O", "O", "O", "H", "H", "H", "H", "H", "H", "H", "H", "H", "H", "H", "H", "H", "H"], "coordinates": [[2.82167, -0.38304, 1.92505], [-0.98858, 1.73294, 1.04278], [1.69962, -0.06736, -0.89704], [-3.31779, 0.29303, 0.05186], [-1.74332, -1.68757, 0.32291], [0.79400, 2.71066, -1.18626], [0.65962, -2.56351, -1.14316], [-1.11306, -2.23886, -0.16862], [2.54355, -0.98521, 1.20510], [1.13544, 0.69125, -1.16304], [-2.67862, -0.31162, -0.22446], [2.01572, -0.31209, -1.74663], [-0.23196, 1.35048, 0.61165], [1.21700, 3.56079, -0.90055], [-1.67739, 1.27488, 0.52824], [0.48494, -1.56253, -1.13862], [0.03297, 2.89350, -0.65438], [1.29676, -2.77500, -0.49323], [-3.57950, 0.18575, 0.94800], [-2.47728, -2.18381, 0.66745], [3.62975, 0.13131, 1.60005]], "nbo_charge": [-0.948, -0.953, -0.959, -0.970, -0.985, -0.962, -0.977, 0.508, 0.475, 0.499, 0.492, 0.472, 0.456, 0.480, 0.483, 0.497, 0.484, 0.474, 0.475, 0.485, 0.474]}

=====

What should be chosen as the least stable of them? Choose 2.

=====

1.
{"formula": "H14O7", "method": "ωB97M-V with the def2-TZVPD basis set", "smiles": "O.O.O.O.O.O.O", "gap_ev": 9.71, "lumo_ev": -0.37, "elements": ["O", "O", "O", "O", "O", "O", "O", "H", "H", "H", "H", "H", "H", "H", "H", "H", "H", "H", "H", "H", "H"], "coordinates": [[1.93276, 0.41310, -1.71005], [-1.04624, -2.81090, -0.71005], [1.06776, 0.24410, 1.62295], [-0.84124, -0.89790, 3.10195], [-0.48724, 1.39210, -1.67905], [1.21476, 2.46010, 0.31195], [-1.34424, -0.20390, 0.38095], [-0.83024, 0.86710, -2.47005], [1.94876, -0.43290, -2.15305], [-1.33524, -3.51690, -0.16405], [-0.07824, -0.55490, 2.56395], [0.34676, 0.06810, 1.02095], [0.72776, 2.32810, 1.12395], [-1.62624, -0.93990, -0.15605], [1.76976, -0.37590, 1.35695], [1.01376, 0.74910, -1.83405], [-0.60124, 2.32210, -1.94105], [-1.23824, 0.53610, -0.18305], [1.11276, 1.65710, -0.19705], [-1.56724, -0.63490, 2.54295], [-0.13924, -2.66890, -0.82905]], "nbo_charge": [-0.969, -0.974, -0.955, -0.981, -0.960, -0.949, -0.986, 0.494, 0.461, 0.498, 0.477, 0.486, 0.476, 0.502, 0.484, 0.474, 0.516, 0.489, 0.468, 0.464, 0.486]}

=====

2.
{"formula": "H14O7", "method": "ωB97M-V with the def2-TZVPD basis set", "smiles": "O.O.O.O.O.O.O", "gap_ev": 11.17, "lumo_ev": 0.30, "elements": ["O", "O", "O", "O", "O", "O", "O", "H", "H", "H", "H", "H", "H", "H", "H", "H", "H", "H", "H", "H", "H"], "coordinates": [[-1.08805, -1.16220, 3.76724], [0.62919, 1.93261, 1.56490], [-0.68631, -0.18008, 0.70343], [1.37539, -1.79465, 1.22554], [0.61298, 2.13263, -1.45561], [-0.90380, 0.55060, -3.08319], [0.09139, -1.83044, -1.64115], [-1.32504, -0.51010, 3.08265], [0.53880, 2.95967, -1.88998], [0.01581, 1.58648, -1.96214], [-0.98728, -0.11972, -0.16292], [-0.29591, 0.68363, 0.82912], [0.44747, -2.71507, -1.74660], [-0.45382, 0.44801, -3.93772], [2.11924, -1.86353, 0.64222], [0.71268, -1.43980, -1.04022], [0.13496, 2.01820, 2.41618], [0.28748, 2.67188, 1.06397], [-1.16860, -1.97855, 3.22415], [-0.85912, -0.32572, -2.63086], [0.80254, -1.06385, 1.03100]], "nbo_charge": [-0.940, -0.927, -0.972, -0.971, -0.977, -0.976, -0.965, 0.468, 0.462, 0.489, 0.469, 0.495, 0.486, 0.486, 0.457, 0.482, 0.478, 0.486, 0.472, 0.508, 0.490]}

=====

3.
{"formula": "H14O7", "method": "ωB97M-V with the def2-TZVPD basis set", "smiles": "O.O.O.O.O.O.O", "gap_ev": 11.13, "lumo_ev": 0.11, "elements": ["O", "O", "O", "O", "O", "O", "O", "H", "H", "H", "H", "H", "H", "H", "H", "H", "H", "H", "H", "H", "H"], "coordinates": [[3.08287, -3.78978, -0.63859], [2.87708, 3.64870, -0.32368], [-0.62327, 0.06717, -0.37063], [0.07468, 3.45512, 0.38591], [-3.18812, -1.33881, 0.78483], [-6.42374, -0.42313, -0.31933], [4.15637, -1.53328, 0.73604], [-5.56240, -0.56147, -0.66415], [-2.88080, -1.08417, 1.69249], [-2.86716, -0.72114, 0.20752], [0.36562, 2.68041, -0.13376], [4.67970, -2.18102, 0.26174], [-0.83700, 3.39072, 0.40855], [0.12697, -0.01803, -0.92096], [2.19194, -3.96607, -0.56652], [2.05971, 4.01776, -0.75417], [3.42190, -4.13251, 0.17617], [3.44545, 4.30986, -0.52597], [-1.38527, -0.37882, -0.85895], [4.36489, -0.72278, 0.15278], [-6.77049, -1.32072, -0.51117]], "nbo_charge": [-0.927, -0.927, -0.940, -0.937, -0.933, -0.922, -0.931, 0.460, 0.485, 0.449, 0.473, 0.463, 0.465, 0.477, 0.464, 0.471, 0.463, 0.455, 0.462, 0.467, 0.462]}

=====

What should be chosen as the least stable of them? Choose 3.